No. 1
Below is a 2-piece molecular cluster, C9H11O3 overall in a non-equilibrium geometry, with properties calculated with ωB97M-V with the def2-TZVPD basis set.

Geometry as XYZ:
```
23
Properties=species:S:1:pos:R:3:forces:R:3:mulliken_charge:R:1
O -1.75780 3.96149 0.89096 -0.65 0.44 1.24 -0.710
O -1.26492 2.90152 -1.04227 0.23 0.52 1.24 -0.764
O 1.60894 -0.01510 -2.10797 -1.28 2.47 0.20 -0.590
C 1.12374 -2.11135 -1.21923 1.90 1.59 0.40 -0.563
C 0.01111 -0.15348 -0.28812 -0.32 1.13 1.28 -0.073
C 0.38927 4.29544 -0.14961 -0.57 0.90 1.66 -0.714
C -0.19128 -2.31552 0.77955 -0.68 -0.40 -1.45 0.746
C -1.01446 3.67315 -0.02996 0.35 -1.39 -2.80 0.640
C -0.54644 -0.97011 0.73249 0.57 -0.88 -0.38 -0.617
C -0.92668 -3.29265 1.61111 -1.33 0.19 2.32 -1.341
C 0.59933 -2.88964 -0.24061 0.13 0.18 0.71 -0.441
C 0.91813 -0.69649 -1.14896 0.09 -2.44 -1.23 0.672
H 1.16457 0.89159 -2.13548 1.03 -1.40 -0.14 0.360
H 2.01525 -2.44148 -1.78941 -1.06 0.02 -0.17 0.264
H -0.15510 0.93899 -0.36379 -0.38 -0.57 0.20 -0.075
H -1.66165 -3.87090 1.04609 0.55 -0.42 -0.26 0.295
H 0.96614 3.60780 -0.75675 0.51 0.47 0.00 0.155
H -1.62618 -2.80385 2.33879 0.74 0.05 -0.35 0.354
H 0.78259 4.55097 0.86863 0.09 -0.72 -0.72 0.239
H -1.26728 -0.70948 1.51801 0.35 0.76 -0.66 0.299
H -0.27843 -3.91768 2.25359 -0.26 -0.07 -0.59 0.307
H 0.23068 5.30442 -0.55407 0.26 -0.36 -0.61 0.233
H 0.88045 -3.93763 -0.21301 -0.26 -0.06 0.13 0.322
```
Positions in Å, forces in eV/Å.

Properties
charge = -1
ΔE to the lowest compared entry with this formula, charge and spin = 32.6 kcal per mole
DFT total energy = -575.30648 Eh



No. 2
Below is C9H11O3 as an isolated structure in a non-equilibrium geometry, with properties calculated with ωB97M-V with the def2-TZVPD basis set.

Geometry as XYZ:
```
23
Properties=species:S:1:pos:R:3:forces:R:3:lowdin_spin:R:1
O 0.14387 -2.54823 1.12895 0.78 0.53 -0.74 0.000
O 0.63463 -4.18044 2.53926 0.06 -0.23 -0.36 0.000
O -1.15588 -0.73214 0.26586 -0.13 1.11 -1.16 0.263
C 0.86690 -0.09445 -0.77640 -0.32 0.06 -1.31 0.167
C -1.26376 1.15623 -1.12065 0.53 1.03 -0.76 0.142
C -0.51654 2.21216 -1.56047 -0.01 -0.09 0.17 0.007
C 0.89471 2.22921 -1.41598 -0.03 -0.01 -0.51 0.255
C -0.17588 -3.43491 2.04084 -0.54 0.23 0.81 0.000
C 1.55350 0.98949 -1.25493 0.23 0.03 0.99 0.001
C -1.60735 -3.38489 2.56607 -0.09 1.30 0.20 0.000
C -0.55403 0.05061 -0.52966 -0.92 -0.72 1.03 0.095
C 1.61809 3.54675 -1.41640 -0.48 -0.50 -0.36 0.041
H 1.26914 -1.10586 -0.76519 0.17 0.30 0.65 0.007
H -1.01805 3.07934 -1.98281 0.11 0.03 0.23 -0.003
H 2.63851 0.94397 -1.32353 -0.16 0.02 -0.17 -0.003
H -2.27582 -4.18807 2.27492 0.22 -0.16 -0.21 0.000
H -2.33607 1.27910 -1.23897 0.06 -0.73 0.52 0.005
H -2.04322 -2.41253 2.30330 -0.19 -0.34 -0.33 0.000
H 1.93406 3.86959 -2.42111 -0.03 -0.10 0.33 0.017
H -1.56835 -3.33426 3.65091 0.15 -0.45 0.16 0.000
H 0.91765 4.26745 -1.00570 0.13 0.36 -0.08 0.004
H -0.41908 -1.67523 0.79281 0.00 -1.85 0.88 -0.001
H 2.46299 3.46711 -0.75111 0.44 0.16 0.03 0.004
```
Positions in Å, forces in eV/Å.

Properties
expectation value of S² = 0.7877
ΔE to the lowest compared entry with this formula, charge and spin = 13.1 kcal per mole
DFT total energy = -575.21227 Eh
spin multiplicity = 2



No. 3
Below is one molecule with the formula C9H11PS in a non-equilibrium geometry, with properties calculated with ωB97M-V with the def2-TZVPD basis set.

Geometry as XYZ:
```
22
Properties=species:S:1:pos:R:3:forces:R:3:mulliken_charge:R:1
S 1.65817 -0.16738 -2.18471 0.92 -0.02 -1.24 -0.345
P 0.11603 0.96992 -1.38131 0.77 0.96 0.84 -0.152
C 0.04423 -1.74173 -0.75461 -1.92 1.72 0.22 -1.681
C 0.89509 -0.50432 -0.60176 0.33 0.41 0.30 1.207
C 1.15257 1.93365 1.38611 -1.12 -1.55 1.55 -0.326
C -2.11588 -0.67632 -1.18289 -0.83 -2.02 2.60 -0.297
C 1.70972 0.53053 1.52183 1.00 1.27 0.03 -0.193
C -1.51798 0.35549 -1.68584 -1.31 2.99 -2.97 -0.310
C -0.15617 2.32394 1.47279 3.82 0.29 0.29 -0.779
C -1.37539 -1.54095 -0.15685 0.37 -1.09 -0.80 -0.353
C 1.78368 -0.44758 0.63800 -1.77 -0.94 -1.16 -0.692
H -0.01640 -1.99829 -1.77553 -0.31 -0.15 -1.23 0.568
H -0.98351 1.64417 1.58321 -0.17 0.10 -0.25 0.320
H -1.92325 -2.56562 -0.00128 1.06 2.11 0.16 0.305
H -0.16306 3.40094 1.57978 -1.18 0.04 -0.10 0.258
H 2.32294 -1.39672 0.80430 -0.01 0.73 0.13 0.337
H -1.13804 -0.92577 0.75182 -1.03 -0.90 -0.24 0.230
H 2.43625 0.50050 2.34256 -0.36 -0.20 0.03 0.364
H -3.16894 -0.91435 -1.31536 0.05 0.33 -0.19 0.372
H -2.15214 1.13886 -2.27111 1.12 -1.60 0.69 0.229
H 2.03426 2.57803 1.56610 -1.04 0.46 -0.58 0.336
H 0.55782 -2.49701 -0.33523 1.63 -2.93 1.91 0.602
```
Positions in Å, forces in eV/Å.

Properties
ΔE to the lowest compared entry with this formula, charge and spin = 76.7 kcal per mole
SMILES = C=C/C=C\[C@@]12CCC=CP1S2
DFT total energy = -1088.95239 Eh



No. 4
Below is C9H12 as an isolated structure in a non-equilibrium geometry, with properties calculated with ωB97M-V with the def2-TZVPD basis set.

Geometry as XYZ:
```
21
Properties=species:S:1:pos:R:3:forces:R:3:mulliken_charge:R:1
C 0.86577 1.26213 1.12663 -1.64 3.81 -0.98 -0.659
C 1.37841 0.16308 0.16005 3.77 2.06 2.43 0.698
C 0.46015 -0.36512 -1.90377 -1.19 0.17 -2.72 -0.544
C -0.26032 -1.32817 -1.00763 -0.46 0.54 2.14 -0.277
C -0.68354 1.06708 1.33463 -0.93 -3.63 4.67 -0.854
C 1.35664 0.50041 -1.31481 -0.26 -2.49 -2.70 -0.880
C -1.77423 -1.05984 -0.32736 -0.25 -1.77 0.31 -0.585
C -1.00434 0.13485 0.21269 0.63 0.85 0.36 0.148
C 0.27188 -0.77816 0.33085 -1.39 0.68 -2.90 -1.223
H -1.26658 1.90999 1.76093 0.33 -0.30 -0.96 0.379
H 0.28427 -1.36453 1.20218 -0.28 -0.89 0.96 0.652
H -0.86257 0.13708 2.14238 0.69 2.89 -0.54 0.188
H 1.42075 1.24686 2.05753 -0.09 0.29 0.11 0.418
H -0.94111 0.76412 -0.66542 0.26 -0.10 -0.36 0.322
H -1.81289 -2.01747 0.37498 -0.26 2.17 -1.13 0.235
H -0.04379 -2.34380 -1.04418 0.29 -1.94 -1.34 0.541
H 0.87383 2.35642 0.65568 0.76 -2.09 0.96 0.273
H 2.06419 1.04303 -2.03028 -1.07 -0.21 1.78 0.311
H -2.80977 -0.90867 -0.80570 1.86 -0.25 0.25 0.309
H 2.49750 0.01455 0.73725 -2.72 -0.52 -2.36 0.297
H -0.01426 -0.43383 -2.99664 1.96 0.73 2.04 0.252
```
Positions in Å, forces in eV/Å.

Properties
ΔE to the lowest compared entry with this formula, charge and spin = 117.8 kcal per mole
DFT total energy = -349.91712 Eh



No. 5
Below is a 2-piece molecular cluster, C9H12B3FN2O3 overall in a non-equilibrium geometry, with properties calculated with ωB97M-V with the def2-TZVPD basis set.

Geometry as XYZ:
```
30
Properties=species:S:1:pos:R:3:forces:R:3:mulliken_charge:R:1
F 0.02187 1.37459 -3.16873 1.86 0.15 1.39 -0.302
O -1.28388 3.61074 0.04311 0.57 -3.39 2.24 -0.350
O -1.78199 1.34015 -0.84114 0.65 1.13 3.34 -0.287
O -3.01573 2.29215 1.22539 3.89 -0.34 -0.90 -0.395
N -3.02557 -0.21172 0.86396 2.76 1.77 0.22 -0.642
N -0.23548 -2.37856 0.00911 0.60 -0.34 -0.05 -0.318
C 2.01565 -3.94144 -0.52713 0.06 -0.04 -0.03 -0.100
C 1.18622 1.62614 -2.34238 1.24 0.80 0.18 -0.260
C 0.70884 -2.59915 0.94070 -0.50 0.18 -0.34 -0.077
C -1.01336 3.37438 2.74163 5.31 -1.74 3.92 -0.277
C 0.79560 2.30306 -0.93064 0.14 0.50 -0.72 -0.463
C -0.04205 -2.94770 -1.19362 -0.31 0.36 0.45 -0.239
C 1.05593 -3.73224 -1.50776 0.12 -0.01 0.16 -0.546
C -0.07043 3.20152 3.66081 -4.22 1.37 -4.67 -0.255
C 1.84302 -3.36446 0.72356 0.01 -0.05 -0.14 -0.629
B -1.80164 3.09639 1.32280 -1.24 0.81 -0.77 0.648
B -0.79582 2.37354 -0.60756 -1.26 0.66 -0.40 0.234
B -2.59674 1.15353 0.37426 -1.12 -0.62 0.28 0.456
H 1.86913 0.69106 -2.20278 -1.83 1.29 -0.42 0.244
H 2.57261 -3.50683 1.51139 -0.07 0.02 -0.03 0.362
H -3.18936 -0.18933 1.89525 -0.23 0.23 -1.25 0.290
H 1.85343 2.39741 -2.90899 -1.41 -1.42 0.75 0.235
H 2.89021 -4.54885 -0.73543 -0.07 0.05 0.02 0.372
H 0.52712 -2.13022 1.90298 0.07 -0.05 -0.01 0.375
H -0.81764 -2.75230 -1.92723 0.06 -0.02 0.01 0.386
H -2.14671 -0.78690 0.77641 -1.32 0.06 -0.45 0.279
H 1.17091 3.40657 -0.96053 -0.66 -1.97 0.22 0.216
H 0.82783 3.22411 4.39312 -2.29 -0.08 -1.63 0.325
H 1.31931 1.79267 -0.03670 -0.78 0.66 -1.43 0.343
H 1.15875 -4.16834 -2.49384 -0.04 0.05 0.06 0.375
```
Positions in Å, forces in eV/Å.

Properties
ΔE to the lowest compared entry with this formula, charge and spin = 59.8 kcal per mole
SMILES = C#CB1OB(N)OB(CCF)O1.c1ccncc1
DFT total energy = -859.95112 Eh



No. 6
Below is C9H12BrCuN2O4 as an isolated structure, with properties calculated with ωB97M-V with the def2-TZVPD basis set.

Geometry as XYZ:
```
29
Properties=species:S:1:pos:R:3:forces:R:3:lowdin_spin:R:1
Br -1.92381 -1.67500 -1.25808 0.00 0.00 -0.01 0.002
Cu -0.03011 0.62698 -0.46764 0.00 -0.04 0.08 0.486
O -0.26752 2.31583 -1.29768 -0.03 0.03 -0.01 0.051
O -0.37356 -0.53092 2.04979 0.00 -0.01 -0.01 0.043
O -1.23711 1.52961 1.91670 0.00 -0.01 -0.02 0.113
O 1.89327 -5.11569 -0.82713 0.01 0.00 0.00 0.002
N 0.70819 -1.18980 -0.67506 0.01 -0.02 -0.01 0.042
N -1.47151 3.66054 0.05235 -0.03 0.00 0.01 -0.001
C -0.82956 4.44656 -2.15737 -0.01 0.00 0.02 0.002
C -0.64543 0.60044 1.42010 0.01 0.02 0.00 0.214
C -0.13914 -2.18623 -0.94739 0.00 0.00 0.00 0.005
C 2.45690 -2.80303 -0.47374 0.00 0.00 0.00 0.001
C -0.85571 3.40678 -1.08335 0.04 0.01 -0.04 0.003
C 0.21945 -3.50915 -1.00786 0.01 0.01 0.00 0.001
C 1.55513 -3.82838 -0.76578 0.00 -0.01 0.00 0.003
C 1.98997 -1.51314 -0.43679 0.00 0.00 0.00 0.006
C -0.85097 -0.62431 3.41893 0.00 0.00 0.00 0.019
H 0.19706 4.79404 -2.27418 0.00 -0.01 0.00 0.000
H -1.47272 2.96969 0.80668 0.00 0.00 0.00 0.000
H 3.50057 -3.00771 -0.27765 0.00 0.00 0.00 0.000
H -1.93399 -0.53109 3.43622 0.00 0.00 0.00 0.002
H 2.65579 -0.69210 -0.20758 0.00 0.00 0.00 0.000
H 2.83354 -5.24704 -0.65112 -0.01 0.00 0.00 0.000
H -1.47197 5.29446 -1.93402 0.00 0.00 0.00 0.000
H -0.53998 -1.60311 3.76568 0.00 0.00 0.00 0.001
H -0.40240 0.16287 4.01958 0.00 0.00 0.00 0.002
H -0.49819 -4.28278 -1.23481 0.00 0.00 0.00 0.000
H -1.93441 4.54254 0.18854 0.01 0.00 0.01 0.000
H -1.13179 3.98918 -3.09733 -0.01 0.00 0.00 0.000
```
Positions in Å, forces in eV/Å.

Properties
charge = +1
expectation value of S² = 0.7550
ΔE to the lowest compared entry with this formula, charge and spin = 0.0 kcal per mole
DFT total energy = -4974.93270 Eh
spin multiplicity = 2



- Which of these has the lowest DFT total energy?
  C9H12BrCuN2O4



- Which value of DFT total energy does entry 1 give?
  -575.30648 Eh